No. 1
DFT (wB97M-V/def2-TZVPD) results for C2H4N4O in the gas phase at a distorted geometry.

**Gap between HOMO and LUMO**: 9.97 eV
**SMILES**: [H]/N=c1/nnon1C

Element x y z (Å)
H 0.044 -0.298 -1.914
N 0.067 -1.266 -1.563
C 0.325 -0.910 -0.321
N 0.831 -1.896 0.673
N 1.004 -1.363 1.747
O 0.551 -0.126 1.696
N 0.490 0.271 0.225
C -0.632 1.173 -0.033
H -0.549 2.116 0.516
H -0.425 1.629 -1.117
H -1.706 0.670 0.091

No. 2
DFT (wB97M-V/def2-TZVPD) results for C2H4N4O in the gas phase at a distorted geometry.

**Gap between HOMO and LUMO**: 10.70 eV
**SMILES**: Cn1nnc(O)n1

Element x y z (Å)
C 2.354 -0.369 -0.103
N 0.948 -0.079 0.127
N 0.575 1.198 0.088
N -0.754 1.109 -0.072
C -1.068 -0.167 -0.079
O -2.305 -0.533 0.020
N -0.039 -0.992 0.070
H 2.544 -1.212 -0.827
H 2.962 0.479 -0.398
H 2.888 -0.696 0.863
H -2.782 0.265 -0.197

No. 3
DFT (wB97M-V/def2-TZVPD) results for C2H4N4O in the gas phase.

**Gap between HOMO and LUMO**: 9.27 eV
**SMILES**: Nc1n[nH]c(O)n1

Element x y z (Å)
N -1.612 0.635 1.390
C -0.543 0.368 0.557
N 0.482 1.186 0.437
N 1.295 0.478 -0.413
C 0.704 -0.673 -0.738
O 1.305 -1.540 -1.558
N -0.466 -0.799 -0.157
H -1.669 1.610 1.651
H -2.489 0.268 1.050
H 2.195 0.829 -0.692
H 0.795 -2.362 -1.528

No. 4
DFT (wB97M-V/def2-TZVPD) results for a molecular structure, C2H4N4O2 at a distorted geometry.

**Gap between HOMO and LUMO**: 8.53 eV

Element x y z (Å)
C 0.312 0.291 -0.427
C -1.727 0.342 -0.224
H 3.358 -0.008 -0.552
H 2.434 0.040 0.865
H -3.562 0.046 0.173
H 0.394 -1.345 0.923
N 2.479 -0.257 -0.132
N 1.505 0.364 -0.904
N -0.816 0.841 -0.963
N 0.050 -0.384 0.816
O -3.024 0.614 -0.314
O -1.401 -0.545 0.739

No. 5
DFT (wB97M-V/def2-TZVPD) results for C2H4N4O2 in the gas phase at a distorted geometry.

**Gap between HOMO and LUMO**: 9.76 eV
**SMILES**: O/N=c1/[nH]cnn1O

Element x y z (Å)
O -2.133 -1.586 0.932
N -1.579 -0.240 0.739
C -0.374 0.150 0.673
N -0.078 1.656 0.293
C 0.871 1.454 -0.874
N 1.411 0.323 -0.760
N 0.873 -0.407 0.177
O 0.596 -1.789 -0.208
H -1.297 -1.982 0.728
H -1.091 1.990 -0.325
H 1.181 2.466 -1.301
H 1.621 -2.035 -0.072

No. 6
DFT (wB97M-V/def2-TZVPD) results for C2H4N4O2S in the gas phase at a distorted geometry.

**Expectation value of S²**: 2.0074
**Gap between HOMO and LUMO (alpha / beta)**: 5.45 / 8.02 eV
**2S+1**: 3

Element x y z (Å)
C -1.533 1.092 -0.109
C 0.953 -0.057 0.297
N -1.553 2.162 -0.441
N 0.694 0.587 1.303
N 1.984 0.346 -0.482
N 0.080 -0.989 -0.345
O -2.313 -1.174 -1.090
O -1.944 -1.020 1.350
S -1.536 -0.691 -0.006
H -0.049 0.173 1.988
H 2.479 0.999 -0.074
H 2.489 -0.228 -1.093
H 0.247 -1.199 -1.297

No. 7
DFT (wB97M-V/def2-TZVPD) results for C2H4N4OS in the gas phase at a distorted geometry.

**Gap between HOMO and LUMO**: 9.24 eV
**SMILES**: NSc1n[nH][nH]c1=O

Element x y z (Å)
N -0.025 2.765 0.847
S 1.181 1.848 0.287
C 0.444 0.109 -0.227
N -0.768 -0.005 -0.643
N -1.031 -1.336 -0.886
N 0.030 -2.014 -0.376
C 1.142 -1.189 -0.090
O 2.212 -1.473 0.380
H -0.733 3.353 0.248
H -0.355 2.566 1.812
H -1.988 -1.592 -0.722
H -0.108 -3.034 -0.631

No. 8
DFT (wB97M-V/def2-TZVPD) results for 3 unconnected molecules or ions with the total composition C2H4N4OS at a distorted geometry.

**Gap between HOMO and LUMO**: 8.13 eV

Element x y z (Å)
C -0.162 0.662 2.648
C 1.069 0.496 2.355
N 1.299 -2.487 3.373
N 1.216 -1.452 3.769
N -1.326 0.524 3.007
N 2.173 1.175 -1.207
O 3.541 -0.084 1.964
S 2.587 1.003 2.314
H 1.991 2.200 -1.315
H -1.868 1.307 3.379
H 2.802 1.056 -0.489
H 2.597 0.705 -2.085

No. 9
DFT (wB97M-V/def2-TZVPD) results for C2H4N4S in the gas phase at a distorted geometry.

**Gap between HOMO and LUMO**: 10.20 eV
**SMILES**: SCc1nn[nH]n1

Element x y z (Å)
S 1.741 -0.232 1.912
C 0.049 -0.660 1.385
C -0.276 -0.300 -0.078
N -0.227 -1.113 -1.198
N -0.313 -0.286 -2.228
N -0.567 0.875 -1.742
N -0.441 0.991 -0.443
H 1.553 1.039 1.126
H -0.011 -1.754 1.553
H -0.787 -0.235 1.935
H -0.722 1.675 -2.222

No. 10
DFT (wB97M-V/def2-TZVPD) results for 2 unconnected molecules or ions with the total composition C2H4N4S at a distorted geometry.

**Gap between HOMO and LUMO**: 8.54 eV
**SMILES**: c1nnn[nH]1.C=S

Element x y z (Å)
C -0.508 -1.832 0.857
N -1.627 -1.324 0.413
N -1.928 -0.320 1.226
N -1.064 -0.184 2.138
N -0.134 -1.126 1.948
H 0.026 -2.656 0.438
H 0.672 -1.204 2.547
C 1.096 2.249 -2.462
S 1.693 1.090 -1.527
H 0.030 2.381 -2.579
H 1.745 2.926 -3.000